(1)
Molecular formula: C41H55N11OsSbSi3
Method: DFT, ωB97M-V/def2-TZVPD

Properties
HOMO level (spin up / spin down) = -14.85 / -15.60 eV
charge = +3
multiplicity = 5
energy above the lowest of the compared OMol25 structures with the same formula, charge and spin = 2.68 kcal/mol
HOMO-LUMO gap (spin up / spin down) = 6.77 / 6.09 eV

Element x y z (Å)
Os1 0.086 -0.236 0.336
N1 -2.277 1.889 2.147
C1 -1.533 1.134 2.960
N2 -1.822 1.184 4.243
C2 -1.047 0.468 5.061
N3 -1.302 0.490 6.351
N4 0.026 -0.274 4.640
C3 0.217 -0.282 3.365
N5 -0.529 0.355 2.422
C4 1.418 -1.010 2.869
C5 2.376 -1.488 3.734
C6 3.536 -2.054 3.220
C7 3.698 -2.125 1.843
C8 2.692 -1.653 1.034
N6 1.565 -1.110 1.529
H1 -2.967 2.486 2.574
H2 -2.105 1.938 1.161
H3 -2.093 1.013 6.692
H4 -0.719 -0.017 6.993
H5 2.197 -1.396 4.794
H6 4.306 -2.428 3.886
H7 4.592 -2.541 1.395
H8 2.757 -1.714 -0.036
C9 -0.379 0.916 -5.140
Sb1 -0.908 0.298 -3.138
C10 0.892 -0.575 -1.558
C11 1.660 0.666 -1.878
C12 2.935 0.996 -1.439
C13 3.480 2.220 -1.804
C14 2.751 3.097 -2.599
C15 1.501 2.702 -3.029
N7 0.987 1.516 -2.670
Si1 1.577 -2.104 -2.550
C16 3.117 -2.918 -1.862
C17 0.288 -3.421 -2.737
C18 2.056 -1.443 -4.231
C19 -2.266 1.815 -2.190
C20 -1.419 2.539 -1.179
C21 -1.520 3.934 -1.062
C22 -0.699 4.663 -0.229
C23 0.267 3.994 0.511
C24 0.292 2.629 0.426
N8 -0.544 1.886 -0.356
Si2 -2.920 2.842 -3.717
C25 -3.508 1.608 -5.003
C26 -1.623 4.025 -4.363
C27 -4.415 3.890 -3.336
Si3 -3.860 1.137 -1.272
C28 -4.691 2.589 -0.446
C29 -3.534 -0.063 0.136
C30 -4.961 0.257 -2.483
H9 0.463 0.302 -5.445
H10 -0.091 1.961 -5.131
H11 -1.216 0.752 -5.815
H12 3.501 0.296 -0.835
H13 4.478 2.488 -1.478
H14 3.153 4.058 -2.896
H15 0.890 3.325 -3.676
H16 2.925 -3.575 -1.008
H17 3.925 -2.217 -1.613
H18 3.491 -3.551 -2.674
H19 0.047 -3.909 -1.786
H20 0.693 -4.191 -3.409
H21 -0.636 -3.050 -3.187
H22 2.286 -0.371 -4.243
H23 1.273 -1.649 -4.970
H24 2.959 -1.965 -4.572
H25 -2.268 4.443 -1.659
H26 -0.797 5.742 -0.163
H27 0.963 4.518 1.155
H28 1.009 2.084 1.027
H29 -3.103 0.594 -4.916
H30 -3.275 1.973 -6.011
H31 -4.596 1.520 -4.940
H32 -0.998 3.610 -5.157
H33 -0.973 4.438 -3.587
H34 -2.160 4.872 -4.806
H35 -5.300 3.283 -3.119
H36 -4.632 4.457 -4.253
H37 -4.288 4.620 -2.527
H38 -3.991 3.356 -0.092
H39 -5.251 2.223 0.424
H40 -5.412 3.084 -1.100
H41 -2.488 -0.249 0.359
H42 -3.999 -1.031 -0.070
H43 -3.989 0.333 1.048
H44 -5.503 0.950 -3.135
H45 -5.713 -0.302 -1.912
H46 -4.423 -0.455 -3.121
C31 -2.689 -3.627 -1.008
C32 -2.003 -2.454 -0.820
N9 -1.050 -2.317 0.116
C33 -0.812 -3.352 0.930
C34 -1.488 -4.562 0.846
C35 -2.414 -4.704 -0.175
C36 -1.229 -5.687 1.782
C37 -1.270 -5.690 3.114
C38 -1.677 -4.605 4.044
C39 -1.412 -4.735 5.400
C40 -1.828 -3.712 6.234
N10 -2.482 -2.643 5.779
C41 -2.713 -2.628 4.468
N11 -2.337 -3.538 3.575
H47 -3.426 -3.700 -1.798
H48 -2.220 -1.599 -1.432
H49 -0.030 -3.225 1.671
H50 -2.945 -5.643 -0.295
H51 -1.028 -6.640 1.296
H52 -1.031 -6.627 3.611
H53 -0.902 -5.608 5.790
H54 -1.641 -3.750 7.302
H55 -3.280 -1.780 4.085

***

(2)
Molecular formula: C41H56Cl2LaN7O6S
Method: DFT, ωB97M-V/def2-TZVPD

Properties
HOMO level = -6.97 eV
energy above the lowest of the compared OMol25 structures with the same formula, charge and spin = 67.67 kcal/mol
HOMO-LUMO gap = 5.67 eV

Element x y z (Å)
La1 -13.348 -11.298 9.412
O1 -12.465 -11.024 13.859
C1 -13.143 -10.728 12.847
O2 -12.684 -10.957 11.605
C2 -14.488 -9.989 12.942
C3 -14.379 -8.766 12.041
C4 -15.473 -7.671 12.170
C5 -16.748 -8.352 11.631
C6 -16.258 -9.719 11.191
O3 -14.848 -9.342 10.705
C7 -15.737 -10.723 12.316
C8 -15.380 -12.208 11.700
O4 -15.464 -13.210 12.502
O5 -15.055 -12.332 10.474
H1 -14.691 -9.805 14.018
H2 -13.368 -8.358 11.797
H3 -15.543 -7.135 13.104
H4 -15.176 -6.857 11.464
H5 -17.574 -8.446 12.361
H6 -17.113 -7.873 10.720
H7 -16.794 -10.218 10.402
H8 -16.573 -10.920 12.982
N1 -10.648 -8.657 10.284
C9 -11.056 -8.372 9.037
N2 -10.271 -7.509 8.406
C10 -10.688 -7.190 7.188
N3 -10.129 -6.170 6.556
N4 -11.650 -7.839 6.496
C11 -12.377 -8.731 7.194
N5 -12.139 -9.006 8.519
C12 -13.575 -9.214 6.567
C13 -14.035 -8.636 5.412
C14 -15.263 -9.052 4.893
C15 -16.079 -9.921 5.589
C16 -15.549 -10.474 6.752
N6 -14.322 -10.183 7.213
H9 -9.809 -8.193 10.537
H10 -11.070 -9.394 10.841
H11 -9.395 -5.645 6.975
H12 -10.458 -5.969 5.619
H13 -13.385 -7.920 4.930
H14 -15.509 -8.749 3.901
H15 -17.026 -10.255 5.129
H16 -16.082 -11.254 7.283
Cl1 -16.408 -16.295 4.238
C17 -15.967 -17.177 2.718
Cl2 -16.845 -18.639 2.290
H17 -14.882 -17.324 2.870
H18 -16.079 -16.546 1.825
C18 -7.787 -10.829 7.414
C19 -9.039 -11.559 7.043
C20 -9.541 -11.681 5.774
C21 -10.822 -12.256 5.607
C22 -11.459 -12.292 4.226
C23 -11.465 -12.791 6.711
C24 -10.939 -12.682 8.076
C25 -9.756 -12.015 8.127
N7 -11.645 -13.056 9.216
C26 -11.496 -14.402 9.791
C27 -12.384 -15.450 9.087
C28 -12.200 -16.850 9.748
C29 -12.668 -16.824 11.257
C30 -11.810 -15.728 11.967
C31 -10.369 -16.167 11.881
C32 -9.916 -16.237 10.402
C33 -10.747 -17.319 9.636
C34 -10.035 -14.887 9.764
C35 -11.914 -14.391 11.253
H19 -7.777 -10.768 8.507
H20 -7.809 -9.796 7.024
H21 -6.949 -11.382 7.058
H22 -8.925 -11.274 4.967
H23 -12.536 -12.205 4.350
H24 -11.244 -13.254 3.741
H25 -11.099 -11.423 3.613
H26 -12.409 -13.368 6.474
H27 -9.341 -11.858 9.095
H28 -12.234 -15.503 7.990
H29 -13.436 -15.255 9.260
H30 -12.880 -17.592 9.249
H31 -12.715 -17.824 11.695
H32 -13.748 -16.587 11.260
H33 -12.122 -15.707 13.003
H34 -10.220 -17.173 12.373
H35 -9.688 -15.503 12.427
H36 -8.834 -16.572 10.353
H37 -10.607 -18.329 10.009
H38 -10.406 -17.286 8.616
H39 -9.704 -14.952 8.691
H40 -9.356 -14.178 10.267
H41 -11.495 -13.580 11.799
H42 -13.016 -14.148 11.211
C36 -22.705 -12.414 8.157
C37 -21.451 -13.212 8.494
C38 -20.495 -12.367 9.332
S1 -19.234 -13.172 10.359
O6 -18.537 -11.964 10.943
C39 -20.353 -13.922 11.647
C40 -19.726 -14.933 12.666
C41 -18.380 -14.507 13.385
H43 -23.666 -12.919 8.210
H44 -22.679 -11.896 7.155
H45 -22.830 -11.721 8.948
H46 -20.939 -13.561 7.593
H47 -21.665 -14.082 9.088
H48 -21.047 -11.714 10.070
H49 -19.961 -11.669 8.698
H50 -21.163 -14.547 11.060
H51 -20.908 -13.066 12.060
H52 -19.458 -15.801 12.065
H53 -20.454 -15.153 13.402
H54 -17.849 -15.452 13.654
H55 -18.563 -14.077 14.421
H56 -17.748 -13.849 12.795

***

(3)
Molecular formula: C41H57F9GeN2O5PS3Ti
Method: DFT, ωB97M-V/def2-TZVPD

Properties
HOMO level (spin up / spin down) = -12.76 / -12.76 eV
charge = +2
multiplicity = 2
energy above the lowest of the compared OMol25 structures with the same formula, charge and spin = 0.00 kcal/mol
HOMO-LUMO gap (spin up / spin down) = 6.96 / 6.53 eV

Element x y z (Å)
Ti1 -0.511 0.318 1.106
C1 -2.581 3.232 1.071
C2 -3.210 2.029 1.726
C3 -4.186 1.311 0.811
C4 -3.881 2.398 3.041
O1 -2.106 1.073 2.017
Ge1 -1.990 0.342 3.783
O2 0.740 1.341 1.729
C5 1.721 2.181 2.394
C6 2.108 1.487 3.688
C7 2.905 2.357 1.459
C8 1.031 3.511 2.652
O3 -2.741 -1.155 3.182
C9 -3.235 -2.204 4.083
C10 -2.099 -2.684 4.974
C11 -3.738 -3.326 3.193
C12 -4.374 -1.618 4.905
H1 -3.353 3.920 0.729
H2 -1.935 3.769 1.768
H3 -1.990 2.947 0.196
H4 -5.025 1.967 0.579
H5 -3.704 1.042 -0.131
H6 -4.586 0.415 1.291
H7 -4.693 3.099 2.850
H8 -4.337 1.526 3.529
H9 -3.185 2.889 3.726
H10 2.482 0.480 3.496
H11 2.896 2.050 4.187
H12 1.256 1.422 4.368
H13 3.441 1.419 1.311
H14 2.565 2.730 0.492
H15 3.601 3.080 1.884
H16 0.170 3.381 3.311
H17 1.722 4.207 3.128
H18 0.690 3.946 1.711
H19 -2.432 -3.510 5.601
H20 -1.744 -1.894 5.642
H21 -1.260 -3.034 4.369
H22 -4.492 -2.955 2.496
H23 -2.918 -3.781 2.635
H24 -4.198 -4.108 3.798
H25 -4.021 -0.803 5.546
H26 -5.163 -1.237 4.253
H27 -4.808 -2.376 5.556
C13 0.847 -3.974 2.648
O4 -0.363 -3.769 1.862
C14 -0.567 -2.582 1.376
O5 0.086 -1.569 1.695
N1 -1.590 -2.511 0.520
N2 -2.026 -1.229 0.174
H28 1.707 -3.961 1.983
H29 0.718 -4.948 3.103
H30 0.935 -3.195 3.401
H31 -2.162 -3.322 0.330
H32 -2.894 -1.038 0.677
H33 -2.188 -1.167 -0.831
C15 -2.835 4.275 -3.239
C16 -3.353 2.851 -3.028
S1 -2.203 1.569 -2.443
C17 -0.816 1.685 -3.590
C18 0.183 2.825 -3.374
S2 0.542 3.129 -1.627
C19 0.672 4.931 -1.662
C20 -0.536 5.698 -2.241
S3 -2.191 5.132 -1.771
H34 -3.683 4.862 -3.593
H35 -2.095 4.300 -4.036
H36 -3.776 2.504 -3.973
H37 -4.163 2.845 -2.297
H38 -1.194 1.699 -4.613
H39 -0.281 0.745 -3.472
H40 -0.196 3.749 -3.798
H41 1.105 2.580 -3.903
H42 1.558 5.217 -2.231
H43 0.846 5.228 -0.627
H44 -0.481 5.745 -3.329
H45 -0.477 6.730 -1.895
F1 6.992 -2.022 2.400
C21 6.335 -2.995 1.753
F2 7.189 -3.585 0.915
F3 5.965 -3.904 2.673
C22 5.123 -2.445 1.040
C23 4.175 -1.764 1.789
C24 3.040 -1.264 1.170
C25 2.846 -1.441 -0.197
C26 3.819 -2.109 -0.941
C27 4.953 -2.616 -0.325
P1 1.360 -0.766 -1.025
C28 0.519 -2.256 -1.674
C29 0.859 -3.551 -1.288
C30 0.050 -4.624 -1.637
C31 -1.098 -4.414 -2.385
C32 -1.421 -3.139 -2.829
C33 -0.619 -2.069 -2.463
C34 -2.013 -5.582 -2.653
F4 -2.966 -5.282 -3.539
F5 -2.630 -5.940 -1.503
F6 -1.345 -6.648 -3.095
C35 2.165 -0.038 -2.502
C36 3.061 1.006 -2.276
C37 3.745 1.584 -3.331
C38 3.525 1.127 -4.624
C39 2.649 0.080 -4.861
C40 1.975 -0.506 -3.799
C41 4.196 1.816 -5.786
F7 5.353 2.382 -5.429
F8 4.437 0.971 -6.792
F9 3.400 2.794 -6.263
H46 4.329 -1.619 2.851
H47 2.306 -0.733 1.759
H48 3.698 -2.231 -2.011
H49 5.704 -3.135 -0.905
H50 1.750 -3.733 -0.701
H51 0.314 -5.626 -1.322
H52 -2.297 -2.983 -3.445
H53 -0.910 -1.076 -2.792
H54 3.239 1.365 -1.271
H55 4.446 2.388 -3.152
H56 2.503 -0.289 -5.868
H57 1.316 -1.342 -3.997

***

(4)
Molecular formula: C41H57N3O4PRuSTe
Method: DFT, ωB97M-V/def2-TZVPD

Properties
HOMO level (spin up / spin down) = -10.12 / -11.01 eV
charge = +1
multiplicity = 5
energy above the lowest of the compared OMol25 structures with the same formula, charge and spin = 16.04 kcal/mol
HOMO-LUMO gap (spin up / spin down) = 7.42 / 6.66 eV

Element x y z (Å)
Ru1 -0.005 0.003 0.448
C1 0.476 3.422 -2.222
C2 0.311 2.246 -3.139
C3 0.324 2.407 -4.508
C4 0.189 1.316 -5.363
C5 0.092 0.030 -4.843
C6 0.094 -0.201 -3.482
C7 0.080 -1.615 -2.978
C8 0.140 0.924 -2.597
N1 0.058 0.813 -1.286
H1 1.055 4.202 -2.714
H2 0.973 3.149 -1.290
H3 -0.495 3.849 -1.962
H4 0.448 3.401 -4.918
H5 0.191 1.465 -6.435
H6 0.036 -0.818 -5.516
H7 0.911 -2.176 -3.425
H8 -0.842 -2.130 -3.255
H9 0.193 -1.663 -1.896
C9 1.478 2.590 3.732
S1 1.804 2.012 2.089
O1 1.924 0.541 2.187
O2 2.989 2.667 1.606
O3 0.582 2.281 1.290
H10 2.376 2.419 4.322
H11 0.635 2.048 4.153
H12 1.265 3.656 3.675
C10 -4.586 2.105 0.290
C11 -3.197 1.720 -0.239
C12 -3.299 1.367 -1.725
C13 -2.287 2.943 -0.055
P1 -2.435 0.315 0.748
C14 -2.777 0.836 2.468
C15 -1.939 1.793 3.045
C16 -2.203 2.290 4.314
C17 -3.303 1.840 5.028
C18 -4.147 0.898 4.461
C19 -3.891 0.405 3.191
C20 -3.328 -1.317 0.426
C21 -4.845 -1.221 0.212
C22 -2.711 -1.905 -0.846
C23 -3.033 -2.328 1.547
H13 -4.957 2.926 -0.328
H14 -4.540 2.463 1.318
H15 -5.314 1.301 0.233
H16 -3.581 2.269 -2.272
H17 -4.070 0.621 -1.920
H18 -2.359 1.013 -2.138
H19 -2.631 3.724 -0.738
H20 -1.241 2.731 -0.266
H21 -2.359 3.344 0.954
H22 -1.079 2.155 2.499
H23 -1.546 3.037 4.741
H24 -3.507 2.229 6.017
H25 -5.016 0.549 5.003
H26 -4.580 -0.313 2.775
H27 -5.099 -0.630 -0.665
H28 -5.388 -0.817 1.064
H29 -5.219 -2.233 0.038
H30 -2.940 -1.323 -1.739
H31 -3.100 -2.916 -0.993
H32 -1.627 -1.979 -0.751
H33 -3.348 -2.008 2.534
H34 -1.972 -2.569 1.592
H35 -3.569 -3.251 1.310
C24 3.802 -5.930 0.032
C25 2.567 -6.484 0.727
N2 1.620 -5.432 1.115
C26 0.386 -5.315 0.351
C27 0.587 -4.763 -1.057
C28 1.938 -4.706 2.212
O4 2.918 -4.934 2.901
C29 1.066 -3.541 2.600
C30 0.712 -3.366 3.933
C31 0.031 -2.218 4.298
C32 -0.251 -1.264 3.335
N3 0.099 -1.424 2.058
C33 0.747 -2.540 1.708
H36 4.476 -6.744 -0.236
H37 4.338 -5.252 0.696
H38 3.540 -5.393 -0.881
H39 2.858 -7.027 1.625
H40 2.029 -7.174 0.076
H41 -0.321 -4.704 0.912
H42 -0.061 -6.311 0.285
H43 1.059 -3.779 -1.039
H44 -0.372 -4.678 -1.571
H45 1.225 -5.421 -1.648
H46 0.998 -4.113 4.662
H47 -0.261 -2.041 5.323
H48 -0.762 -0.345 3.589
H49 1.052 -2.607 0.671
C34 4.132 -0.920 0.773
Te1 2.746 0.016 -0.545
C35 3.278 -1.579 -1.877
C36 4.671 -1.968 -1.438
C37 5.531 -2.656 -2.287
C38 6.790 -3.036 -1.849
C39 7.196 -2.728 -0.557
C40 6.346 -2.041 0.292
C41 5.081 -1.656 -0.139
H50 3.599 -1.583 1.454
H51 4.605 -0.134 1.357
H52 3.238 -1.227 -2.906
H53 2.579 -2.418 -1.759
H54 5.216 -2.889 -3.297
H55 7.458 -3.563 -2.516
H56 8.181 -3.018 -0.215
H57 6.665 -1.793 1.297